[1]
Here is a structure of composition C43H43CsN12O2 in a non-equilibrium geometry from the OMol25 dataset. Energies are from ωB97M-V/def2-TZVPD.

Properties
charge = -2
E_LUMO = 3.7067 eV

Each line ends with the Mulliken charge.
Cartesian coordinates (Å):
C 2.2659 -3.0944 5.2326  -1.18
H 0.3983 2.0002 3.8060  0.32
C 2.4053 1.4289 3.2319  -0.15
H -1.5848 3.9871 -0.6042  0.42
C 0.3252 3.8214 -1.7651  -0.28
C 0.9791 2.7748 1.8912  -0.45
N 3.1114 -3.2568 -0.1091  0.18
H -3.0093 4.2789 -4.3474  0.39
C -5.7283 2.7155 -3.1255  -1.17
C -1.4830 -3.2634 -0.9491  -0.26
H -6.7212 4.3285 -4.9902  0.36
C 0.1941 -0.6392 5.4425  -1.03
H 2.4910 -4.0873 4.8157  0.32
C -3.0088 2.9242 -2.7179  0.12
H -0.9706 -4.1978 -0.7786  0.45
H 4.3137 1.0308 2.3123  0.57
H 4.1319 -4.1374 -3.1760  0.42
C 3.0597 2.2593 1.0801  0.12
H -5.2564 5.2954 -5.2152  0.34
H 3.5377 -6.5708 0.3152  0.37
C -3.6283 3.6355 -3.7294  -0.23
H 2.9920 -2.8876 6.0250  0.32
C -4.9934 3.5419 -3.9733  0.74
H -0.9032 -2.5960 -3.0019  0.37
C -2.2482 -1.3706 -1.7632  -0.14
H 4.5560 3.3521 -5.0380  0.34
H -6.8547 -1.8690 2.8369  0.32
C 3.9107 -5.5096 -1.5323  -0.35
N -0.7267 2.8499 -3.5167  -1.13
C 4.3148 0.1205 -2.8894  0.87
N 1.0686 -1.7254 2.2286  -0.48
H 3.7063 -2.9728 2.8605  0.15
H -5.7380 1.3499 -1.4838  0.36
H 1.8911 -2.0261 1.7098  -0.15
C 4.2472 2.5312 -3.0809  -0.49
N 4.3166 -1.0528 -2.1160  -0.53
H -6.2020 -0.7314 4.0152  0.37
H -1.2893 -2.0134 2.7691  0.30
C 3.8664 -4.2703 -2.1349  -0.57
H -6.8030 2.6360 -3.2725  0.27
O 2.1770 -1.7468 -2.7183  -0.83
H 2.6128 0.8671 4.1371  0.47
H 1.1021 4.2314 -1.1429  0.41
H -5.4487 3.7691 -6.0775  0.26
O 4.9490 3.1866 -0.0559  -0.79
C 4.0257 2.3531 -0.0963  -0.48
N 1.8941 2.8919 0.9313  -0.08
C -4.6938 1.2647 0.8270  -0.20
C 3.3529 1.5243 2.2288  -0.36
H 0.0354 3.2843 1.7097  0.37
N -3.0969 1.2290 -1.0026  -0.59
C 3.1492 -4.4616 0.4589  -0.06
C 1.1615 -1.7686 3.4905  0.68
H 4.7217 -0.9182 -4.7043  0.36
C 4.5794 0.0590 -4.2562  -0.26
H 1.2702 -3.1273 5.6672  0.40
C -5.1337 1.9940 -2.1106  -0.76
C 1.1797 2.0605 3.0598  -0.56
C -5.3620 0.6415 1.8622  -0.89
C -3.7260 2.0230 -1.8754  0.56
C -5.6386 4.2751 -5.1247  -1.46
C 4.6648 1.2045 -5.0383  -0.62
C 4.5006 2.4469 -4.4428  -0.67
N -2.2448 -2.7506 0.0015  -1.19
C -1.2041 -1.2980 3.5803  -0.86
H 1.2009 -0.7038 5.8445  0.38
C 3.2988 -1.8484 -2.1368  -0.23
C -5.9283 -1.4235 3.2152  -1.71
H -6.0433 1.2144 2.4869  0.32
N 2.3321 -2.0626 4.2190  0.41
C -1.4511 -2.4403 -2.0889  -0.79
H -4.0939 -2.4536 1.4837  0.39
H 3.5888 -1.2071 2.7944  0.22
H 1.3301 3.2009 -3.6726  0.50
Cs 1.3672 0.1304 -1.3818  1.10
C -4.2782 -1.4007 1.3130  -0.36
N 0.0412 -1.5230 4.2984  0.11
C 0.4456 3.2784 -3.0580  -0.69
H 2.8404 -4.5034 1.5010  0.35
H 4.4032 -1.9894 4.1638  0.33
H 4.8500 1.1212 -6.1034  0.34
C -1.0107 3.6882 -1.4662  -0.38
H 4.2216 -6.3863 -2.0891  0.39
H -2.0390 -1.4189 4.2739  0.26
N -2.7040 -1.5862 -0.5018  0.87
C 3.4619 -3.1564 -1.3917  0.32
H -2.5142 -0.4921 -2.3210  0.41
C 3.5679 -2.0645 3.4634  -0.92
C -3.7875 0.5874 -0.0207  0.40
H -0.5191 -0.9164 6.2238  0.34
H -1.2550 -0.2955 3.1380  0.28
N 3.6808 1.4370 -0.9741  -0.11
C -3.5928 -0.7861 0.2705  -0.16
H -4.8476 2.3217 0.6400  0.51
C 3.5386 -5.6165 -0.1950  -0.92
H 0.0001 0.4058 5.1675  0.17
C 4.1268 1.3872 -2.2819  -0.03
N -1.6065 3.1214 -2.5400  1.24
H -5.3301 -2.2292 3.6462  0.34
H 4.1158 3.4984 -2.6107  0.46
C -5.1720 -0.7135 2.1201  0.79

Atomic forces in eV per Å
0.0 0.0 0.0
0.0 0.0 0.0
0.0 0.1 0.0
0.0 -0.1 0.0
0.0 0.1 0.0
0.0 0.1 0.0
0.0 0.2 0.0
0.0 0.0 0.0
0.0 0.0 0.0
0.0 0.1 0.0
0.0 0.0 0.0
0.0 -0.1 -0.1
0.0 0.0 0.0
-0.1 -0.1 -0.1
0.0 0.0 0.0
0.0 0.0 0.0
0.0 0.0 0.0
0.0 0.2 0.1
0.0 0.0 0.0
0.0 0.0 0.0
0.0 0.0 0.0
0.0 0.0 0.0
-0.1 0.1 -0.1
0.0 0.1 0.0
0.0 -0.2 -0.1
0.0 0.0 0.0
0.0 0.0 0.0
0.0 0.0 0.0
0.1 0.1 -0.2
-0.1 0.1 -0.1
-0.2 0.2 -0.3
0.0 0.0 0.0
0.0 0.0 -0.1
0.0 -0.1 0.1
0.0 0.0 -0.1
0.1 -0.1 0.3
0.0 0.0 0.0
-0.1 0.0 -0.1
0.1 -0.1 0.0
0.0 0.0 0.0
0.6 -1.4 -1.1
0.0 -0.1 0.0
0.0 -0.1 0.0
0.0 0.0 0.0
-0.1 0.0 -0.1
0.1 -0.1 0.2
0.0 -0.1 0.0
0.0 -0.1 0.1
0.1 0.0 0.1
0.0 0.0 0.0
0.5 0.1 0.0
0.0 -0.1 0.0
0.1 -0.2 0.1
0.0 0.0 0.0
0.0 0.1 0.0
0.0 0.0 0.0
0.0 0.1 -0.1
0.0 0.0 0.0
0.0 0.0 0.0
-0.2 0.0 0.0
0.1 -0.1 0.1
0.0 -0.1 0.0
0.0 0.0 0.1
0.0 0.0 0.1
0.0 0.0 -0.1
0.0 0.0 0.0
0.5 -0.7 -0.4
0.0 0.0 -0.1
0.0 0.0 0.0
0.0 0.2 0.0
0.0 -0.1 0.0
0.0 0.0 0.0
0.1 0.0 0.0
0.0 -0.1 0.0
-2.5 1.5 1.3
0.0 -0.1 0.0
0.1 0.0 -0.1
-0.2 0.0 0.0
0.0 0.0 0.0
0.0 0.0 0.0
0.0 0.0 0.0
0.1 0.1 -0.1
0.0 0.0 0.0
0.0 0.0 0.0
0.0 0.1 -0.1
0.0 -0.1 -0.1
0.0 0.1 0.1
0.0 0.0 0.1
-0.1 0.0 0.1
0.0 0.0 0.0
0.0 0.0 0.0
0.7 0.3 0.1
-0.2 0.1 0.1
0.0 0.0 0.0
0.0 0.0 -0.1
0.0 0.0 0.0
0.4 0.1 -0.1
0.0 -0.1 0.3
0.0 0.0 0.0
0.0 0.0 0.0
0.0 0.0 0.1



[2]
Here is a structure of composition C43H44CdIN3O2P3S3 from the OMol25 dataset. Energies are from ωB97M-V/def2-TZVPD.

Properties
charge = -2
spin multiplicity = 2
E_LUMO (spin up / spin down) = 3.1779 / 3.1778 eV

Each line ends with the Löwdin spin population.
Cartesian coordinates (Å):
C -2.2156 2.6060 3.8436  0.00
H 4.7153 -1.1709 0.5191  0.00
H 4.3728 6.4509 0.9780  0.00
H -3.6726 4.1842 -1.9698  0.00
H 2.0627 3.6491 -1.3134  0.00
C 2.1813 4.2769 -0.4382  0.00
H -1.2426 -0.8218 -3.1215  0.00
C -1.1450 -1.7929 -2.6619  0.04
C 3.3302 5.0327 -0.2624  0.00
H -3.9272 0.6481 -6.0514  0.00
C 1.1333 -2.5976 3.7445  0.00
H -2.2972 -2.5079 3.2686  0.00
O -2.4676 1.2649 -4.0178  0.00
H -0.5030 0.7823 5.3147  0.00
H 1.0822 -2.0258 4.6655  0.00
C 1.3202 5.1205 1.6372  0.00
C 3.0048 0.0807 -1.5679  0.19
H 1.2092 -3.9643 -1.5832  0.00
C 3.7976 -0.6617 0.7816  0.02
P -1.5155 1.9209 -2.8075  0.01
C 3.4835 5.8429 0.8571  0.00
H -1.6008 -0.0282 -5.3671  0.00
H 2.5355 -5.4197 2.5010  0.00
C -2.1583 -3.8174 -1.8544  0.03
H -2.8804 5.8523 -3.6666  0.00
H 3.6398 -0.8885 3.0009  0.00
H 4.6098 -5.7551 -3.5388  0.00
H 2.2338 -2.4552 -4.9294  0.00
C 0.4652 -2.1423 2.6067  0.00
H 2.7569 1.0760 -1.9386  0.00
H 1.4166 0.3542 3.9523  0.00
C -1.3197 -0.8163 4.1459  0.00
C 0.5118 -2.9114 1.4519  0.00
N -3.1089 1.3733 2.3773  0.00
C -2.2142 -1.8912 4.1572  0.00
H -1.4369 3.1200 4.3849  0.00
C -3.6040 2.6370 4.0648  0.00
H -3.3469 2.2926 -6.3410  0.00
H -3.1285 0.9135 1.4761  0.00
H -1.9027 0.3194 7.2935  0.00
S -0.3662 3.4552 0.2720  0.00
P -0.4281 -0.5119 2.5571  0.00
C -2.2768 -2.5502 -2.4160  0.00
C 2.7452 -2.4085 -2.8623  0.00
H -0.7751 -5.2934 -1.1245  0.00
C 1.9398 -4.5141 2.5356  0.00
H 4.1177 4.9980 -1.0075  0.00
C 2.7704 -2.9667 -4.1382  0.00
C 4.1113 -4.2516 -2.0866  0.00
C 3.4400 -3.0578 -1.8418  0.00
S -2.5767 1.1134 -1.2368  0.03
C 1.1437 4.3097 0.5044  0.00
C -2.9779 -2.1734 5.2789  0.00
C -3.3613 3.8730 -2.9717  0.00
H 4.6291 -4.7547 -1.2763  0.00
H 2.4127 -4.0927 4.5921  0.00
H 1.2755 -4.6766 0.5004  0.00
C -3.5186 5.0162 -3.9572  0.00
P 1.5703 -0.9848 -2.5116  0.26
C -0.8942 -4.3040 -1.5562  0.00
H 3.4511 -4.5706 -5.3889  0.00
H 2.5897 6.4861 2.6984  0.00
S 1.3345 -0.0064 -4.2289  0.06
H 3.9500 -0.2681 -1.9805  0.01
C 2.0923 0.2443 1.9220  0.02
O -1.9979 3.4915 -2.9322  0.00
H -3.2187 4.6917 -4.9564  0.00
H 0.5306 5.1394 2.3793  0.00
C -4.1515 1.8378 3.0888  0.00
C 2.9524 -0.0011 -0.0985  0.01
H -3.2512 -2.1356 -2.6492  0.00
C 1.0432 0.5647 2.9490  0.00
H -3.6591 -3.0167 5.2675  0.00
N 1.9146 0.5638 0.5955  0.04
C -3.0522 1.2399 -6.3286  0.00
C 0.1367 -2.2619 -2.3677  0.12
C 1.2425 -4.0947 1.4146  0.00
N -1.9371 1.8316 2.8114  0.00
C -1.2074 -0.0393 5.2941  0.00
C -2.8765 -1.3717 6.4101  0.00
C 4.1121 -4.8091 -3.3568  0.00
C 3.4487 -4.1524 -4.3882  0.00
C 1.8737 -3.7676 3.7088  0.00
C 0.2408 -3.5400 -1.8090  0.04
I -4.6220 3.5850 5.5994  0.00
H -2.7215 0.9448 -7.3278  0.00
H 3.4387 -2.6395 -0.8398  0.00
H 0.7157 1.6037 2.8618  0.00
H -3.4867 -1.5754 7.2818  0.00
C 2.4729 5.8726 1.8109  0.00
H -0.0190 -2.5709 0.5707  0.00
H -1.0801 1.6459 -5.5176  0.00
Cd 0.0251 0.9833 -0.4612  0.07
H -3.0363 -4.4202 -1.6504  0.00
H -3.9861 3.0268 -3.2692  0.00
H -5.1737 1.5825 2.8645  0.00
H -4.5597 5.3498 -3.9924  0.00
C -1.9873 -0.3087 6.4135  0.00
C 3.2470 -0.4979 2.0721  0.00
C -1.9444 1.0075 -5.3160  0.00

Atomic forces in eV per Å
-0.1 0.0 -0.1
0.0 0.0 0.0
0.0 -0.1 0.0
0.0 0.0 0.0
0.0 0.0 0.0
0.0 0.0 0.1
-0.1 0.1 0.0
0.0 -0.1 -0.2
0.0 0.0 0.0
0.0 0.0 -0.1
0.0 -0.1 0.0
0.0 0.0 0.0
0.0 -0.2 -0.1
0.0 0.1 0.0
0.0 0.0 0.0
0.1 -0.1 -0.1
-0.5 0.0 0.2
0.0 0.0 0.0
0.1 0.1 -0.1
-0.3 0.3 -0.3
0.0 0.0 0.0
0.1 0.0 0.0
0.0 0.0 0.0
0.0 0.0 0.1
0.0 0.0 0.0
0.0 0.0 0.0
0.0 0.0 0.0
0.0 0.0 0.0
-0.1 0.1 -0.1
0.0 0.0 -0.1
0.0 0.1 0.0
-0.1 0.2 -0.1
0.0 0.1 0.0
-0.1 0.2 -0.1
0.0 0.1 0.1
0.0 -0.1 0.0
-0.1 0.0 0.2
0.0 0.0 0.0
0.1 -0.1 -0.1
0.0 0.0 0.0
0.0 -0.1 -0.1
0.5 -0.7 0.1
0.0 0.0 0.0
-0.1 -0.1 0.1
0.0 0.0 0.0
0.0 0.0 0.0
0.0 0.0 0.0
0.1 0.0 0.0
0.1 0.0 0.0
0.1 0.1 0.0
0.3 -0.3 0.6
0.0 0.0 0.0
0.0 0.0 -0.1
-0.1 0.0 0.1
0.0 0.0 0.0
0.0 0.0 0.0
0.0 0.0 0.1
0.1 -0.1 0.0
0.7 -0.6 -0.2
0.1 0.0 -0.1
0.0 0.0 0.0
0.0 0.0 0.0
-0.2 0.1 -0.3
0.0 0.1 -0.1
-0.1 0.1 -0.1
0.0 0.0 -0.2
0.0 0.0 0.0
0.0 0.0 0.0
0.0 0.0 0.0
0.1 -0.1 0.2
0.0 0.0 0.0
-0.1 0.0 -0.3
0.0 0.0 0.0
-0.1 -0.5 0.1
0.1 0.1 0.1
-0.2 0.3 0.3
0.0 0.0 0.0
0.0 0.4 0.2
0.0 -0.1 0.0
0.0 0.0 0.0
-0.1 0.0 0.0
0.0 0.1 0.1
0.0 0.0 0.0
-0.1 0.0 -0.1
0.1 -0.1 -0.1
0.0 0.0 0.0
0.0 0.0 0.0
0.0 0.0 0.1
0.0 0.0 0.0
0.0 0.0 0.0
0.0 0.0 0.0
0.0 0.0 0.0
-0.3 0.5 0.2
0.0 0.0 0.0
0.0 0.0 0.0
0.1 0.0 0.0
0.0 0.0 0.0
0.0 0.0 0.1
0.0 0.0 0.2
0.0 0.1 0.0



Number 1: energy -2492.12951 a.u.. Number 2: energy -4663.87368 a.u..